No. 1
An isolated ion of composition C11H14N2 and charge +2 at a distorted geometry, computed with ωB97M-V/def2-TZVPD.

Each atom is followed by the atoms it is bonded to, with distances in Å.
Geometry (Å):
1 H 1.43080 2.28128 -0.30480  C17 1.074
2 N 1.77928 -1.29859 0.58697  C4 1.443, C19 1.159
3 N -2.55850 -0.24699 0.25011  C10 1.132, C11 1.398
4 C 0.49563 -0.73583 0.93208  N2 1.443, H7 1.115, C8 1.516, C22 1.469
5 H 3.76734 -1.98734 0.07416  C19 1.011
6 C 0.23825 1.73621 1.55582  H9 1.005, C17 1.492, C22 1.509, H24 1.065
7 H 0.42515 -0.74519 2.04491  C4 1.115
8 C -0.58310 -1.53819 0.23082  C4 1.516, C11 1.509, C15 1.290
9 H 0.43611 1.31258 2.44498  C6 1.005
10 C -3.50693 0.11997 0.74725  N3 1.132, H23 0.982
11 C -1.46294 -0.59076 -0.54691  N3 1.398, C8 1.509, C12 1.591, H25 1.095
12 C -0.55860 0.69949 -0.76584  C11 1.591, H16 1.096, C21 1.489, C22 1.536
13 H 0.59732 -0.51459 -2.00407  C21 1.028
14 H -1.25081 -3.44717 -0.37182  C15 1.082
15 C -0.67924 -2.82245 0.30197  C8 1.290, H14 1.082, H20 1.042
16 H -1.28583 1.49896 -0.95059  C12 1.096
17 C 1.38256 1.70276 0.59923  H1 1.074, C6 1.492, C22 1.505, H26 1.162
18 H -0.56545 0.36588 -2.90348  C21 1.160
19 C 2.81765 -1.68374 0.24402  N2 1.159, H5 1.011
20 H 0.02562 -3.33153 0.87684  C15 1.042
21 C 0.18908 0.42862 -2.02443  C12 1.489, H13 1.028, H18 1.160, H27 1.112
22 C 0.30510 0.65601 0.50365  C4 1.469, C6 1.509, C12 1.536, C17 1.505
23 H -4.20880 0.50139 1.31926  C10 0.982
24 H -0.43409 2.54991 1.41555  C6 1.065
25 H -2.01804 -0.85177 -1.45448  C11 1.095
26 H 2.45454 1.30759 0.81049  C17 1.162
27 H 0.91618 1.23667 -2.26035  C21 1.112

Its total charge is +2. The calculation puts the strongest force on any atom at 6.431 eV/A. For the HOMO energy, the calculation gives -17.71 eV. The energy above the lowest of the compared OMol25 structures with the same formula, charge and spin comes out at 0.0 kcal/mol. Its frontier orbital gap is 0.376 hartree.

No. 2
One molecule with the formula C11H14N2O at a distorted geometry, computed with ωB97M-V/def2-TZVPD.

Each atom is followed by the atoms it is bonded to, with distances in Å.
Geometry (Å):
1 C -2.97863 -2.00708 0.40228  C14 1.408, C19 1.382, H21 1.120
2 H 0.74008 -2.00255 -0.39058  C27 1.117
3 N 2.76075 2.03144 -1.33504  O11 1.278, N26 1.284
4 H 0.37412 3.28359 0.01672  C20 1.106
5 C 1.39810 0.08765 0.75475  C9 1.591, H16 1.034, H22 1.115, C24 1.650
6 C -0.95421 -0.79586 0.29446  C19 1.363, C24 1.501, C27 1.442
7 H 0.49605 2.86534 -1.69031  C20 1.073
8 H 0.03739 0.82871 -1.61123  C28 1.207
9 C 2.16019 1.45803 1.02554  C5 1.591, H15 1.091, H18 1.192, N26 1.453
10 H -3.13532 -3.88580 -0.46682  C14 1.113
11 O 3.90580 1.56293 -1.01398  N3 1.278
12 H -2.51274 -0.19967 1.51389  C19 1.068
13 H -1.43645 1.66066 -0.76408  C28 1.186
14 C -2.40713 -3.05242 -0.34811  C1 1.408, H10 1.113, C23 1.386
15 H 3.22551 1.26213 1.15714  C9 1.091
16 H 1.77248 -0.13464 -0.18308  C5 1.034
17 H -0.51257 0.82726 1.51562  C24 1.059
18 H 1.90273 2.20190 1.92099  C9 1.192
19 C -2.17804 -0.98025 0.86608  C1 1.382, C6 1.363, H12 1.068
20 C 0.63818 2.48217 -0.69814  H4 1.106, H7 1.073, N26 1.484, C28 1.475
21 H -3.99863 -2.14257 0.84451  C1 1.120
22 H 1.44236 -0.73657 1.50479  C5 1.115
23 C -1.16253 -2.90276 -0.93951  C14 1.386, H25 1.116, C27 1.377
24 C -0.19643 0.47089 0.56942  C5 1.650, C6 1.501, H17 1.059, C28 1.455
25 H -0.69420 -3.65306 -1.61992  C23 1.116
26 N 1.98971 2.00917 -0.30797  N3 1.284, C9 1.453, C20 1.484
27 C -0.37099 -1.89387 -0.43655  H2 1.117, C6 1.442, C23 1.377
28 C -0.30556 1.35523 -0.58088  H8 1.207, H13 1.186, C20 1.475, C24 1.455

Its total charge is 0. The calculation puts the strongest force on any atom at 5.338 eV/A. For the HOMO energy, the calculation gives -8.89 eV. The energy above the lowest of the compared OMol25 structures with the same formula, charge and spin comes out at 130.5 kcal/mol. Its frontier orbital gap is 0.352 hartree.

No. 3
A 2-piece molecular cluster, C11H14N2O overall at a distorted geometry, computed with ωB97M-V/def2-TZVPD.

Each atom is followed by the atoms it is bonded to, with distances in Å.
Geometry (Å):
1 H -0.21441 -1.81037 -3.60680  C3 1.137
2 H 1.04449 1.64765 -1.78176  N14 1.013
3 C 0.46833 -1.41459 -2.78775  H1 1.137, H6 1.180, C10 1.521, H26 1.085
4 H 2.79029 2.05010 1.39921  C15 1.122
5 H 1.75317 -1.12252 2.34767  C28 1.089
6 H 1.57878 -1.31630 -3.17343  C3 1.180
7 H 1.91794 2.86725 2.59198  C15 1.106
8 O -1.18654 0.21067 -2.20102  C10 1.217
9 H 2.32665 1.21919 2.91193  C15 1.109
10 C -0.00760 -0.02661 -2.38577  C3 1.521, O8 1.217, N14 1.380
11 C -0.95254 0.06809 0.62963  N18 1.349, C19 1.401, C20 1.425
12 H 0.77486 -3.32690 1.50977  C16 1.103
13 H -2.28396 -1.37716 -0.40284  C19 1.075
14 N 1.00411 0.90774 -2.47277  H2 1.013, C10 1.380, H25 0.994
15 C 1.93642 1.87406 2.10597  H4 1.122, H7 1.106, H9 1.109, C24 1.442
16 C 0.28638 -2.35157 1.34550  H12 1.103, C23 1.381, C28 1.383
17 H -1.51827 -3.23781 0.56666  C23 1.075
18 N -1.34310 1.33992 0.40751  C11 1.349, H22 1.025, C27 1.415
19 C -1.57103 -1.16301 0.37315  C11 1.401, H13 1.075, C23 1.377
20 C 0.25356 0.08594 1.38827  C11 1.425, C24 1.464, C28 1.419
21 H -0.43782 3.24242 0.90124  C27 1.075
22 H -2.02708 1.75792 -0.23098  N18 1.025
23 C -0.96937 -2.33610 0.77064  C16 1.381, H17 1.075, C19 1.377
24 C 0.73736 1.46702 1.41679  C15 1.442, C20 1.464, C27 1.367
25 H 1.94206 0.60725 -2.60328  N14 0.994
26 H 0.23506 -2.04418 -1.93544  C3 1.085
27 C -0.31366 2.17467 0.90330  N18 1.415, H21 1.075, C24 1.367
28 C 0.85930 -1.15189 1.72686  H5 1.089, C16 1.383, C20 1.419

Its total charge is 0. The calculation puts the strongest force on any atom at 3.521 eV/A. For the HOMO energy, the calculation gives -7.80 eV. The energy above the lowest of the compared OMol25 structures with the same formula, charge and spin comes out at 31.1 kcal/mol. Its frontier orbital gap is 0.315 hartree.

No. 4
A 2-piece molecular cluster, C11H14N2O overall at a distorted geometry, computed with ωB97M-V/def2-TZVPD.

Each atom is followed by the atoms it is bonded to, with distances in Å.
Geometry (Å):
1 H 0.25520 3.50690 1.98590  C21 1.217
2 N -1.35154 -2.53557 -2.60445  C8 1.400, C16 1.327, H20 0.994
3 H 3.11220 -0.77528 2.80527  C28 1.078
4 N -2.69210 -1.39267 -1.18645  C11 1.412, C16 1.344
5 H -1.00711 -1.94980 1.65309  C23 1.130
6 H 4.35920 -0.20174 1.74543  C28 1.059
7 H -2.50559 -1.10274 1.15454  C23 1.152
8 C -0.67479 -2.43579 -1.38269  N2 1.400, C11 1.384, H25 1.070
9 H 0.34256 0.93245 -1.39365  C14 1.098
10 O -0.95718 2.75275 -0.27202  C19 1.362, H22 0.968
11 C -1.51117 -1.76470 -0.50776  N4 1.412, C8 1.384, C23 1.402
12 C 1.65198 1.77617 2.06431  C21 1.372, H24 1.093, C26 1.410
13 H -0.91079 -0.45694 1.14106  C23 1.051
14 C 0.83442 1.17556 -0.44230  H9 1.098, C17 1.401, C19 1.368
15 H 2.47836 -0.22770 -0.58627  C17 1.143
16 C -2.53401 -1.97440 -2.38795  N2 1.327, N4 1.344, H18 1.101
17 C 1.94760 0.51839 0.09797  C14 1.401, H15 1.143, C26 1.452
18 H -3.42033 -1.86312 -3.03156  C16 1.101
19 C 0.11980 2.10903 0.25709  O10 1.362, C14 1.368, C21 1.363
20 H -1.09477 -3.17445 -3.32194  N2 0.994
21 C 0.68843 2.51633 1.42676  H1 1.217, C12 1.372, C19 1.363
22 H -1.74442 2.21010 -0.42401  O10 0.968
23 C -1.42465 -1.31413 0.81711  H5 1.130, H7 1.152, C11 1.402, H13 1.051
24 H 1.94651 2.11641 3.06001  C12 1.093
25 H 0.22910 -2.97974 -1.20140  C8 1.070
26 C 2.37676 0.72348 1.46940  C12 1.410, C17 1.452, C28 1.543
27 H 4.01718 0.89912 2.82029  C28 1.082
28 C 3.50991 0.09375 2.30567  H3 1.078, H6 1.059, C26 1.543, H27 1.082

Its total charge is 0. The calculation puts the strongest force on any atom at 5.863 eV/A. For the HOMO energy, the calculation gives -8.59 eV. The energy above the lowest of the compared OMol25 structures with the same formula, charge and spin comes out at 70.2 kcal/mol. Its frontier orbital gap is 0.344 hartree.